Entry 1:
Computed, not measured: CO2 in the gas phase at a distorted geometry, with wB97M-V/def2-TZVPD.

Values from the calculation:
SMILES: O=C=O
Energy, eV: -5132.41389
HOMO, eV: -12.945
Multiplicity: 1

Last column: natural (NBO) charge in e.
Cartesian coordinates (Å):
C: 0.06 -0.05 -0.04  1.02
O: 0.08 -0.94 0.71  -0.49
O: -0.14 0.99 -0.67  -0.54

***

Entry 2:
Computed, not measured: CO3S in the gas phase at a distorted geometry, with wB97M-V/def2-TZVPD.

Values from the calculation:
Energy, eV: -18012.44685
HOMO, eV: -10.008
Multiplicity: 1

Last column: natural (NBO) charge in e.
Cartesian coordinates (Å):
C: 0.82 -0.01 0.11  0.67
O: 1.73 0.67 0.17  -0.47
O: -1.88 0.63 -0.48  -0.82
O: 0.35 -1.17 -0.24  -0.58
S: -1.02 -0.11 0.43  1.21